Here is a cluster of 2 separate species, C5H11NO2 in total in a non-equilibrium geometry from the Open Molecules 2025 dataset. Energies are from ωB97M-V with the def2-TZVPD basis set.

Output
Kohn-Sham gap ... 4.0 eV
E_HOMO ... -8.50 eV
DFT total energy ... -10938.195 eV
Energy relative to the best compared isomer or geometry (same formula, charge and spin) ... 255.3 kcal per mole

Structure (XYZ):
```
19
C5H11NO2 ωB97M-V with the def2-TZVPD basis set
O 1.129 1.552 -1.380
C 2.200 0.960 -0.910
N 1.772 -0.211 0.014
C 0.475 0.274 0.645
C -0.905 0.533 -0.164
C -1.979 -0.360 0.399
C -2.663 -0.050 1.506
H 2.874 1.487 -0.099
H 2.902 0.508 -1.609
H 0.686 1.300 0.973
H 0.344 -0.451 1.445
H -1.024 1.638 -0.277
H -0.617 0.124 -1.155
H -1.280 -1.411 0.215
H -2.558 1.000 1.839
H -3.202 -0.755 2.120
H -0.560 -3.177 0.127
H 1.283 -0.844 -0.599
O -0.381 -2.312 -0.111
```

Here is the molecule C4H9NO from the Open Molecules 2025 dataset. Energies are from ωB97M-V with the def2-TZVPD basis set.

Output
Kohn-Sham gap ... 8.7 eV
E_HOMO ... -7.86 eV
DFT total energy ... -7826.822 eV
Energy relative to the best compared isomer or geometry (same formula, charge and spin) ... 126.8 kcal per mole

Structure (XYZ):
```
15
C4H9NO ωB97M-V with the def2-TZVPD basis set
C 0.561 1.068 1.157
C 0.169 0.405 -0.155
C 1.267 -0.453 -0.767
N -1.023 -0.440 0.051
C -1.814 -0.886 -1.133
O -2.255 0.181 -0.155
H 1.412 1.738 1.004
H 0.866 0.316 1.896
H -0.268 1.652 1.571
H -0.173 1.144 -0.884
H 0.874 -0.948 -1.661
H 1.631 -1.209 -0.061
H 2.115 0.176 -1.052
H -1.035 -0.952 0.932
H -2.326 -1.792 -0.744
```

Here is a cluster of 7 separate species, C35H47N5O22S2 in total in a non-equilibrium geometry from the Open Molecules 2025 dataset. Energies are from ωB97M-V with the def2-TZVPD basis set.

Output
Kohn-Sham gap ... 8.4 eV
E_HOMO ... -8.49 eV
SMILES ... C[C@@H](COC(=O)CSc1cnc2cc(CC(N)(N)N)ccc2n1)OC(=O)CS.O=C1OCCO1.O=C1OCCO1.O=C1OCCO1.O=C1OCCO1.O=C1OCCO1.O=C1OCCO1
DFT total energy ... -111222.114 eV

Structure (XYZ):
```
111
C35H47N5O22S2 ωB97M-V with the def2-TZVPD basis set
C -2.655 1.708 2.654
C -1.364 1.592 1.915
C -1.595 1.451 0.434
O -2.599 0.459 0.245
C -3.486 0.813 -0.708
O -4.168 1.790 -0.528
C -3.634 0.036 -1.957
S -4.215 -1.686 -1.759
C -2.949 -2.437 -0.780
C -3.182 -2.745 0.525
N -2.321 -3.301 1.290
C -1.143 -3.558 0.689
C -0.134 -4.139 1.393
C 1.003 -4.392 0.864
C 2.142 -4.997 1.601
C 3.189 -3.907 1.963
N 2.690 -2.582 1.740
N 3.572 -4.169 3.358
N 4.405 -4.023 1.184
C 1.211 -4.099 -0.464
C 0.286 -3.565 -1.149
C -0.920 -3.272 -0.604
N -1.853 -2.694 -1.363
O -0.617 2.796 2.183
C 0.727 2.701 1.967
O 1.433 2.151 2.758
C 1.196 3.390 0.708
S 2.904 2.950 0.330
H -3.172 0.774 2.690
H -3.278 2.467 2.209
H -2.459 2.015 3.660
H -0.828 0.747 2.317
H -0.688 1.083 -0.021
H -1.888 2.400 0.024
H -4.312 0.532 -2.606
H -2.697 -0.039 -2.483
H -4.135 -2.502 0.934
H -0.300 -4.396 2.411
H 2.591 -5.685 0.918
H 1.787 -5.481 2.485
H 3.464 -1.937 1.749
H 2.080 -2.284 2.482
H 4.564 -4.039 3.453
H 3.062 -3.571 3.986
H 4.389 -3.333 0.452
H 4.476 -4.931 0.766
H 2.160 -4.321 -0.888
H 0.450 -3.336 -2.176
H 1.101 4.447 0.860
H 0.564 3.057 -0.085
H 2.743 1.951 -0.534
O -2.138 -0.581 -5.567
C -3.167 -1.053 -5.914
O -4.312 -0.348 -6.101
C -5.265 -1.210 -6.731
C -4.768 -2.586 -6.332
O -3.363 -2.367 -6.173
H -6.270 -1.000 -6.374
H -5.230 -1.048 -7.809
H -5.182 -2.921 -5.380
H -4.957 -3.343 -7.087
O 9.023 6.159 -1.016
C 7.896 6.019 -0.682
O 6.896 5.596 -1.494
C 5.744 5.336 -0.683
C 5.998 6.207 0.529
O 7.427 6.263 0.570
H 4.832 5.599 -1.211
H 5.716 4.274 -0.436
H 5.609 7.220 0.406
H 5.600 5.784 1.447
O -5.431 6.432 3.642
C -5.253 5.922 2.586
O -5.845 4.777 2.175
C -5.561 4.610 0.774
C -4.295 5.414 0.602
O -4.426 6.410 1.628
H -5.428 3.562 0.527
H -6.390 5.009 0.196
H -3.394 4.826 0.793
H -4.216 5.873 -0.380
O 6.344 -4.691 4.630
C 6.368 -3.730 5.318
O 6.357 -2.456 4.860
C 6.160 -1.584 5.978
C 6.660 -2.427 7.136
O 6.410 -3.758 6.672
H 6.719 -0.661 5.850
H 5.098 -1.348 6.059
H 7.731 -2.309 7.308
H 6.128 -2.236 8.063
O -6.068 4.685 -2.640
C -7.231 4.524 -2.476
O -8.050 3.877 -3.335
C -9.314 3.686 -2.688
C -9.316 4.792 -1.653
O -7.917 4.969 -1.393
H -10.129 3.768 -3.401
H -9.333 2.692 -2.239
H -9.724 5.728 -2.037
H -9.846 4.522 -0.744
O 5.172 -2.765 -1.839
C 5.344 -3.876 -2.218
O 4.879 -4.979 -1.579
C 5.073 -6.108 -2.442
C 6.206 -5.637 -3.332
O 6.020 -4.216 -3.336
H 5.322 -6.995 -1.868
H 4.150 -6.291 -2.996
H 7.188 -5.862 -2.915
H 6.150 -6.036 -4.340
```

Here is a cluster of 2 separate species, C3H6NO2 in total in a non-equilibrium geometry from the Open Molecules 2025 dataset. Energies are from ωB97M-V with the def2-TZVPD basis set.

Output
2S+1 ... 2
⟨S²⟩ ... 0.76
Kohn-Sham gap (alpha / beta) ... 10.1 / 4.3 eV
E_HOMO (alpha / beta) ... -9.13 / -8.32 eV
DFT total energy ... -8789.393 eV
Energy relative to the best compared isomer or geometry (same formula, charge and spin) ... 56.3 kcal per mole

Structure (XYZ):
```
12
C3H6NO2 ωB97M-V with the def2-TZVPD basis set
C 0.605 0.004 -2.140
C 0.321 -0.943 -1.208
N -0.679 -0.804 -0.250
H -0.110 0.753 -2.398
H 1.597 -0.177 -2.530
H 1.050 -1.715 -1.003
H -0.363 -0.598 0.711
H -1.442 -0.239 -0.597
O 0.651 1.512 1.672
C -0.257 0.927 2.227
O -0.452 -0.272 2.543
H -0.921 1.552 2.974
```

Here is a structure of composition C15H14N2O3RhS in a non-equilibrium geometry from the Open Molecules 2025 dataset. Energies are from ωB97M-V with the def2-TZVPD basis set.

Output
2S+1 ... 5
⟨S²⟩ ... 6.04
Kohn-Sham gap (alpha / beta) ... 3.4 / 7.3 eV
E_HOMO (alpha / beta) ... -0.72 / -4.82 eV
Charge ... -1
DFT total energy ... -38741.021 eV

Structure (XYZ):
```
36
C15H14N2O3RhS ωB97M-V with the def2-TZVPD basis set
C 1.068 -1.325 -3.331
C -0.329 -1.253 -3.584
C -1.011 -1.951 -2.544
C -0.031 -2.443 -1.639
C 1.255 -2.051 -2.119
Rh 0.166 -0.050 -1.529
C -1.407 1.602 -2.442
C -0.261 1.995 -3.011
C 0.692 2.520 -3.754
N 1.507 0.964 -1.217
H -2.093 -2.073 -2.451
H -0.794 -0.751 -4.435
H -0.224 -3.002 -0.722
H 2.211 -2.260 -1.639
H 1.856 -0.875 -3.936
H -2.078 0.895 -2.947
H 2.376 1.512 -1.194
H -1.752 2.042 -1.500
H 0.439 3.318 -4.466
H 1.731 2.188 -3.688
O 0.209 -2.249 1.200
C -0.034 -1.094 1.456
N -0.064 -0.080 0.528
S -0.285 1.423 1.424
O 0.877 2.331 0.999
O -1.603 1.996 0.889
C -0.283 0.696 3.016
C -0.377 1.307 4.264
C -0.330 0.492 5.406
C -0.189 -0.902 5.277
C -0.096 -1.491 4.004
C -0.149 -0.667 2.873
H -0.478 2.381 4.351
H -0.395 0.938 6.390
H -0.146 -1.525 6.161
H 0.021 -2.562 3.905
```

Here is a structure of composition C4H12Cl2N4NaO16 in a non-equilibrium geometry from the Open Molecules 2025 dataset. Energies are from ωB97M-V with the def2-TZVPD basis set.

Output
Kohn-Sham gap ... 8.7 eV
E_HOMO ... -6.68 eV
Charge ... -1
DFT total energy ... -72502.604 eV

Structure (XYZ):
```
39
C4H12Cl2N4NaO16 ωB97M-V with the def2-TZVPD basis set
Na 0.342 -0.616 -1.258
Cl 0.103 0.545 -3.786
O 1.073 1.542 -4.158
O -0.743 1.045 -2.670
O -0.700 0.180 -4.886
O 0.797 -0.611 -3.283
Cl 0.101 -3.949 -0.817
O -1.030 -4.399 -0.019
O 1.308 -4.721 -0.507
O -0.185 -4.003 -2.250
O 0.329 -2.539 -0.440
C 4.503 -0.186 0.960
N 3.476 -0.749 0.010
O 2.688 0.021 -0.427
O 3.621 -1.916 -0.314
H 5.426 -0.509 0.490
H 4.343 -0.567 1.973
H 4.345 0.880 0.881
C -0.321 3.724 -1.310
N -0.082 3.233 0.077
O -0.532 3.874 0.976
O 0.497 2.157 0.219
H -1.341 4.123 -1.366
H -0.098 2.928 -2.005
H 0.353 4.597 -1.375
C -0.797 -0.746 3.473
N 0.182 0.142 2.845
O 0.348 1.250 3.364
O 0.856 -0.329 1.963
H -1.483 -1.058 2.683
H -1.376 -0.186 4.211
H -0.250 -1.610 3.861
C -4.104 -0.740 0.600
N -3.157 0.340 0.145
O -2.022 0.293 0.583
O -3.595 1.217 -0.600
H -5.010 -0.582 0.041
H -4.322 -0.411 1.636
H -3.543 -1.664 0.478
```

Here is the molecule C27H29N5O3 from the Open Molecules 2025 dataset. Energies are from ωB97M-V with the def2-TZVPD basis set.

Output
Kohn-Sham gap ... 8.9 eV
E_HOMO ... -8.39 eV
SMILES ... O=C(CCC(=O)N(c1ccccc1)[C@H](C(=O)NC1CCCC1)c1ccncc1)Nc1cccnc1
DFT total energy ... -42064.621 eV
Energy relative to the best compared isomer or geometry (same formula, charge and spin) ... 5.5 kcal per mole

Structure (XYZ):
```
64
C27H29N5O3 ωB97M-V with the def2-TZVPD basis set
O 3.666 1.144 -0.139
C 2.696 1.754 0.253
C 2.465 1.962 1.751
C 1.010 1.863 2.234
C 0.163 0.912 1.404
O -0.756 1.334 0.714
N 0.468 -0.396 1.460
C 1.469 -0.952 2.305
C 2.678 -1.366 1.761
C 3.636 -1.931 2.583
C 3.388 -2.090 3.937
C 2.176 -1.688 4.473
C 1.211 -1.122 3.658
C -0.224 -1.342 0.589
C -0.459 -0.652 -0.787
O 0.496 -0.269 -1.422
N -1.728 -0.636 -1.219
C -2.129 0.091 -2.407
C -3.141 -0.736 -3.225
C -4.441 0.077 -3.244
C -4.339 0.983 -2.019
C -2.867 1.383 -2.021
C -1.458 -1.917 1.224
C -2.329 -1.147 1.992
C -3.453 -1.753 2.529
N -3.753 -3.028 2.352
C -2.929 -3.760 1.621
C -1.776 -3.260 1.039
N 1.778 2.356 -0.544
C 1.655 2.262 -1.931
C 0.499 2.767 -2.520
C 0.357 2.691 -3.893
C 1.383 2.118 -4.629
N 2.485 1.642 -4.077
C 2.625 1.706 -2.768
H 3.088 1.225 2.259
H 2.859 2.950 2.005
H 0.520 2.838 2.181
H 1.004 1.543 3.278
H 2.869 -1.218 0.709
H 4.581 -2.241 2.164
H 4.138 -2.531 4.576
H 1.978 -1.819 5.526
H 0.257 -0.817 4.065
H 0.483 -2.155 0.381
H -2.466 -0.845 -0.563
H -1.208 0.296 -2.956
H -2.774 -0.930 -4.231
H -3.295 -1.698 -2.737
H -5.325 -0.559 -3.222
H -4.486 0.690 -4.145
H -5.007 1.842 -2.078
H -4.581 0.424 -1.114
H -2.692 2.145 -2.781
H -2.516 1.756 -1.061
H -2.143 -0.098 2.157
H -4.154 -1.188 3.131
H -3.208 -4.798 1.501
H -1.134 -3.899 0.453
H 0.963 2.758 -0.099
H -0.279 3.195 -1.903
H -0.531 3.067 -4.380
H 1.322 2.033 -5.706
H 3.536 1.294 -2.364
```

Here is a structure of composition C27H34N4O2PtS2 from the Open Molecules 2025 dataset. Energies are from ωB97M-V with the def2-TZVPD basis set.

Output
Kohn-Sham gap (alpha / beta) ... 6.0 / 6.5 eV
E_HOMO (alpha / beta) ... -13.05 / -13.54 eV
Charge ... +2
DFT total energy ... -63510.213 eV
Energy relative to the best compared isomer or geometry (same formula, charge and spin) ... 0.0 kcal per mole

Structure (XYZ):
```
70
C27H34N4O2PtS2 ωB97M-V with the def2-TZVPD basis set
Pt 0.283 0.935 1.048
O 6.698 -0.206 3.183
C 6.498 0.682 2.112
C 5.028 0.756 1.817
C 4.535 1.636 0.859
C 3.181 1.684 0.620
N 2.315 0.900 1.274
C 2.776 0.031 2.193
C 4.124 -0.058 2.486
C 1.741 -0.797 2.838
C 2.024 -1.685 3.857
C 1.000 -2.405 4.456
C 1.292 -3.333 5.611
O 2.659 -3.656 5.691
C -0.291 -2.196 3.992
C -0.509 -1.300 2.969
N 0.480 -0.614 2.382
H 7.629 -0.223 3.423
H 7.012 0.346 1.203
H 6.858 1.691 2.341
H 5.195 2.288 0.303
H 2.758 2.369 -0.100
H 4.493 -0.743 3.232
H 3.035 -1.828 4.208
H 0.652 -4.215 5.548
H 1.018 -2.807 6.531
H 2.806 -4.557 5.391
H -1.134 -2.719 4.423
H -1.505 -1.109 2.609
C -1.189 4.261 2.519
C -0.199 5.077 1.680
C 1.251 4.843 2.113
C -0.425 4.923 0.197
C -0.964 5.986 -0.485
C -1.179 5.918 -1.860
C -0.847 4.784 -2.609
C -0.339 3.659 -2.016
C 0.096 2.525 -2.908
C 1.613 2.320 -2.854
C -0.645 1.212 -2.660
C -0.159 3.665 -0.548
N 0.208 2.640 0.115
H -1.103 4.558 3.564
H -0.977 3.196 2.457
H -2.220 4.433 2.205
H -0.418 6.129 1.879
H 1.554 3.811 1.958
H 1.346 5.067 3.176
H 1.938 5.496 1.572
H -1.205 6.898 0.047
H -1.589 6.780 -2.372
H -0.988 4.802 -3.682
H -0.150 2.854 -3.920
H 1.924 2.045 -1.847
H 2.154 3.219 -3.153
H 1.900 1.511 -3.525
H -0.316 0.750 -1.733
H -0.428 0.522 -3.477
H -1.726 1.359 -2.613
S -2.044 0.930 0.842
C -2.481 -0.495 0.026
N -3.744 -0.804 -0.195
C -4.032 -2.092 -0.830
C -2.727 -2.537 -1.490
S -1.387 -1.671 -0.601
H -4.484 -0.203 0.140
H -4.825 -1.970 -1.565
H -4.365 -2.801 -0.071
H -2.676 -2.250 -2.537
H -2.573 -3.609 -1.404
```